1.
The following is a DFT calculation (ωB97M-V with the def2-TZVPD basis set) of a cluster of 7 separate species, C65H79FN3O4 in total at a distorted geometry.

Calculated values
* LUMO level: -2.386 eV
* highest occupied orbital energy: -10.49 eV
* calculated total energy: -3089.10981 hartree
* maximum force: 1.50 eV/Å
* total charge: +1

The geometry in XYZ format:
```
152
Properties=species:S:1:pos:R:3:forces:R:3
C 6.232 -2.799 1.915 0.0411 -0.0097 0.0552
C 6.949 -4.136 2.026 0.3027 0.0584 -0.5715
C 6.411 -5.219 1.082 -0.2549 0.1858 0.7061
C 4.935 -5.556 1.324 -0.2000 -0.4222 -0.3356
C 4.179 -6.041 0.081 0.7137 -0.0766 -0.2551
C 4.207 -5.095 -1.124 -0.3076 -0.2061 0.0443
C 3.585 -3.736 -0.815 -0.1504 -0.4278 0.2889
C 2.069 -3.867 -0.560 0.3654 0.6051 0.1625
C 1.174 -2.778 -1.169 -0.4251 -0.9889 0.1500
N 1.598 -2.258 -2.476 0.2369 0.7606 -0.2472
C 2.090 -2.948 -3.573 0.2529 -0.3323 -0.5959
O 2.303 -4.285 -3.648 -0.0946 0.4070 0.4013
C 1.202 -4.985 -4.193 -0.4809 0.2869 0.2948
O 1.361 -5.649 -5.147 0.3568 -0.5284 -0.6631
C -0.064 -4.854 -3.419 -0.0345 -0.0961 0.3208
C -0.288 -5.839 -2.453 -0.4586 0.3030 0.0977
C -1.435 -5.768 -1.667 0.0608 0.5424 -0.3807
C -2.327 -4.716 -1.870 -0.1227 0.3103 0.0261
C -2.108 -3.734 -2.836 0.6011 -0.4342 -0.1752
C -0.961 -3.803 -3.626 0.1300 -0.4771 0.2974
C 2.324 -2.085 -4.600 -0.4222 -0.2595 1.0556
C 2.832 -2.393 -5.953 -0.0016 0.4535 -0.2005
N 1.941 -0.840 -4.099 0.1742 -0.7048 -0.6985
C 2.001 0.378 -4.888 0.2913 -0.2026 0.5714
C 3.126 1.295 -4.468 -0.8016 -0.1551 -0.2755
O 3.083 2.447 -4.648 0.2589 1.1631 -0.0755
F 4.148 0.707 -3.890 0.5983 -0.7034 0.3659
C 1.518 -0.971 -2.833 0.1280 0.5155 -0.2515
C 1.032 0.176 -2.025 -0.1741 -0.6509 0.7345
C 1.838 0.436 -0.734 0.0055 0.8524 -0.3715
C 0.972 1.192 0.282 -0.0124 -0.2366 0.0410
C 0.389 0.297 1.377 0.0028 -0.3080 -0.1689
N 1.292 -0.768 1.863 -0.6724 1.0167 0.8725
C 0.543 -1.870 2.497 -0.0004 -0.5926 -0.2989
C 2.313 -0.341 2.740 0.5007 -0.4236 -0.0403
C 2.685 1.108 2.874 -0.1012 0.2436 -0.7951
O 2.927 -1.173 3.366 0.0148 -0.2952 0.2370
H 6.687 -2.055 2.564 0.0704 0.0679 0.0755
H 6.321 -2.433 0.891 -0.0962 0.0837 -0.1008
H 5.179 -2.842 2.182 -0.1183 -0.0209 0.0295
H 7.977 -3.957 1.708 0.2082 -0.0440 0.2116
H 7.002 -4.500 3.049 -0.1953 -0.0004 0.1584
H 6.981 -6.125 1.278 0.1763 -0.1236 -0.2606
H 6.613 -4.916 0.058 -0.0832 0.0507 -0.1462
H 4.911 -6.379 2.035 -0.1552 0.0440 0.2578
H 4.382 -4.738 1.780 0.0817 0.1962 0.0824
H 4.646 -6.968 -0.259 -0.0159 -0.1560 0.0358
H 3.154 -6.308 0.333 -0.1594 0.0717 0.1164
H 3.657 -5.601 -1.916 -0.1203 0.1409 -0.2251
H 5.217 -4.986 -1.507 0.1924 0.1073 0.0901
H 3.830 -2.990 -1.569 -0.0446 -0.0199 -0.2061
H 4.041 -3.392 0.109 0.1392 0.3304 0.0168
H 1.690 -4.852 -0.809 0.0679 -0.1325 -0.3562
H 1.922 -3.771 0.514 -0.1891 -0.0845 0.0927
H 0.181 -3.199 -1.320 -0.1286 0.0222 0.0204
H 1.064 -1.967 -0.462 0.1719 0.3546 -0.1848
H 0.422 -6.640 -2.307 0.0758 -0.0559 -0.0636
H -1.635 -6.496 -0.899 0.0236 -0.1386 0.0199
H -3.213 -4.624 -1.258 -0.0724 -0.1681 0.0610
H -2.813 -2.932 -2.986 -0.1512 0.0588 0.0512
H -0.728 -3.071 -4.386 -0.1930 0.1263 -0.0716
H 2.158 -2.007 -6.717 -0.0249 -0.0191 -0.1157
H 3.818 -1.959 -6.117 0.0874 0.0258 -0.0281
H 2.904 -3.464 -6.087 0.0143 -0.1928 0.0772
H 1.083 0.947 -4.815 -0.1581 0.0307 -0.0143
H 2.159 0.130 -5.933 -0.0243 -0.1688 -0.0881
H 1.003 1.088 -2.609 -0.0012 0.0351 -0.2226
H -0.003 -0.044 -1.753 -0.1145 -0.0219 0.0264
H 2.260 -0.473 -0.324 0.0378 -0.0649 0.1516
H 2.670 1.088 -0.993 0.2261 -0.1341 -0.1032
H 1.515 2.036 0.691 0.1070 -0.0119 0.1004
H 0.117 1.614 -0.245 -0.0660 0.2434 -0.0014
H -0.479 -0.207 0.956 -0.0467 -0.1445 -0.0351
H 0.009 0.891 2.209 -0.0662 0.1807 -0.0094
H 0.469 -1.763 3.576 0.0904 0.0941 0.1152
H 1.013 -2.828 2.300 0.1637 -0.0602 0.0753
H -0.469 -1.928 2.106 -0.0433 0.1524 -0.2038
H 1.831 1.778 2.879 -0.0619 0.0556 0.2237
H 3.309 1.256 3.743 -0.0322 -0.1527 0.2246
H 3.280 1.378 2.000 0.0923 0.0675 -0.0555
C -0.751 2.576 7.247 -0.0256 0.0137 -0.0481
C 0.332 1.737 7.019 -0.0339 0.0273 0.0130
C 0.305 0.849 5.953 0.1007 -0.0458 -0.0579
C -0.798 0.811 5.112 0.0242 0.0203 -0.0359
C -1.876 1.655 5.334 -0.0157 -0.0384 -0.0675
C -1.857 2.535 6.407 0.0593 0.0003 0.0208
H -0.730 3.265 8.082 0.0120 -0.0005 0.0055
H 1.194 1.776 7.672 -0.0179 -0.0103 0.0269
H 1.144 0.186 5.773 0.0093 0.0035 0.0317
H -0.819 0.120 4.277 -0.0337 -0.0422 0.0278
H -2.726 1.619 4.665 -0.0336 0.0593 0.0334
H -2.700 3.189 6.587 0.0037 0.0087 -0.0030
C -6.497 0.362 3.092 0.0114 -0.0510 -0.0577
C -7.071 0.040 1.868 0.0910 0.0092 0.0767
C -6.263 -0.334 0.803 -0.0659 -0.0172 -0.1168
C -4.886 -0.392 0.959 0.0147 -0.0451 0.0052
C -4.315 -0.082 2.184 0.0697 0.0124 0.0170
C -5.119 0.298 3.249 0.0011 -0.0016 0.0153
H -7.124 0.654 3.924 -0.0008 0.0030 0.0031
H -8.145 0.076 1.746 -0.0008 0.0228 -0.0098
H -6.704 -0.584 -0.154 -0.0315 -0.0071 0.0152
H -4.259 -0.688 0.126 -0.0076 0.0113 -0.0121
H -3.239 -0.137 2.312 0.0002 0.0146 0.0139
H -4.665 0.535 4.202 -0.0655 -0.0037 0.0359
C -0.692 3.370 11.286 0.0104 0.0030 -0.0136
C -0.433 2.080 10.842 -0.0155 -0.0147 -0.0226
C 0.665 1.385 11.330 0.0116 0.0038 -0.0019
C 1.498 1.976 12.270 0.0058 0.0018 -0.0116
C 1.237 3.264 12.716 0.0079 0.0028 -0.0001
C 0.144 3.962 12.222 -0.0003 0.0067 -0.0050
H -1.547 3.913 10.903 -0.0105 -0.0028 0.0129
H -1.086 1.616 10.114 -0.0010 -0.0095 0.0036
H 0.870 0.381 10.980 -0.0126 -0.0092 0.0122
H 2.351 1.432 12.655 0.0018 0.0006 0.0038
H 1.886 3.724 13.450 0.0026 0.0028 -0.0003
H -0.057 4.968 12.567 -0.0045 -0.0015 0.0087
C -7.470 -3.555 -3.626 0.0074 0.0012 -0.0218
C -8.545 -4.013 -2.879 -0.0038 -0.0058 0.0015
C -8.435 -4.126 -1.500 -0.0008 0.0096 -0.0042
C -7.253 -3.772 -0.866 0.0298 0.0009 0.0669
C -6.177 -3.310 -1.612 0.0045 -0.0272 -0.0659
C -6.285 -3.206 -2.993 0.0452 0.0143 0.0328
H -7.555 -3.470 -4.702 -0.0025 0.0006 -0.0015
H -9.470 -4.284 -3.372 0.0002 -0.0069 -0.0021
H -9.273 -4.489 -0.918 -0.0039 0.0057 0.0030
H -7.169 -3.855 0.210 0.0003 0.0125 0.0032
H -5.255 -3.031 -1.116 -0.0186 0.0195 0.0278
H -5.446 -2.851 -3.579 -0.0124 0.0107 -0.0151
C 1.669 7.639 -5.418 0.0024 -0.0073 0.0090
C 2.207 6.438 -4.976 -0.0272 -0.0057 0.0097
C 1.978 5.268 -5.689 -0.0080 -0.0311 0.0001
C 1.215 5.306 -6.850 -0.0054 0.0061 0.0413
C 0.679 6.507 -7.293 -0.0216 -0.0278 -0.0097
C 0.903 7.673 -6.575 0.0116 0.0280 -0.0162
H 1.845 8.550 -4.860 0.0046 0.0042 -0.0060
H 2.806 6.413 -4.075 0.0047 0.0027 -0.0012
H 2.393 4.330 -5.341 -0.0680 0.2650 -0.1035
H 1.039 4.397 -7.412 0.0046 0.0085 -0.0133
H 0.086 6.536 -8.199 -0.0003 0.0065 0.0001
H 0.480 8.609 -6.917 -0.0090 -0.0003 0.0027
C -4.258 10.118 -6.041 -0.0004 0.0033 0.0020
C -3.965 8.832 -6.475 0.0046 -0.0038 -0.0112
C -2.896 8.140 -5.922 -0.0084 -0.0077 -0.0017
C -2.126 8.730 -4.929 0.0118 -0.0114 0.0296
C -2.421 10.014 -4.493 0.0015 0.0017 -0.0038
C -3.485 10.709 -5.051 -0.0025 0.0000 -0.0011
H -5.089 10.659 -6.474 -0.0014 0.0015 -0.0021
H -4.569 8.371 -7.246 0.0012 0.0048 -0.0071
H -2.662 7.139 -6.265 0.0083 -0.0013 0.0032
H -1.295 8.187 -4.497 0.0084 -0.0008 -0.0125
H -1.821 10.474 -3.718 0.0010 0.0042 0.0000
H -3.713 11.712 -4.715 -0.0037 0.0006 0.0036
```
Positions in Å, forces in eV/Å.


2.
The following is a DFT calculation (ωB97M-V with the def2-TZVPD basis set) of a structure of composition C65H99N5O2P2S2SbSiTi.

Calculated values
* ΔE to the lowest compared entry with this formula, charge and spin: 0.0 kJ/mol
* LUMO level: -2.992 eV
* highest occupied orbital energy: -9.32 eV
* calculated total energy: -5818.60525 hartree
* maximum force: 0.67 eV/Å
* total charge: +1

The geometry in XYZ format:
```
178
Properties=species:S:1:pos:R:3:forces:R:3
Ti -0.204 -0.294 -0.247 0.2771 -0.2904 -0.0009
C -3.800 -0.934 0.098 0.0323 -0.3429 -0.0557
Si -2.657 0.251 -0.821 -0.3916 0.2923 0.1326
C -3.282 1.876 -0.112 0.0988 0.0306 0.1045
C -4.605 2.263 -0.337 -0.0485 -0.0395 0.0142
C -5.140 3.369 0.300 -0.0075 -0.0046 -0.0420
C -4.359 4.101 1.188 0.0688 0.0074 0.0412
C -3.048 3.721 1.430 -0.0838 -0.0222 0.0464
C -2.505 2.615 0.772 0.0094 0.0442 -0.0936
P -0.840 1.987 1.165 -0.1703 0.3194 -0.0964
C -1.023 1.861 3.002 0.1276 -0.4641 0.0129
C 0.259 1.309 3.663 -0.1056 0.0138 0.0318
C -0.036 0.657 5.024 -0.0255 0.0691 -0.0308
C -1.174 1.391 5.725 -0.0282 -0.0567 -0.0180
C -2.488 1.212 4.943 0.1039 0.0381 -0.0208
C -2.245 1.043 3.434 -0.0017 0.1975 0.0775
C 0.343 3.423 0.999 0.0685 -0.1162 -0.3200
C 1.589 2.978 0.218 0.0351 0.1682 0.1567
C 2.579 4.143 -0.023 -0.0540 -0.0431 0.0508
C 2.231 5.376 0.805 -0.0498 -0.0368 -0.0657
C 0.803 5.850 0.517 0.0165 -0.0296 0.0307
C -0.183 4.681 0.298 0.0439 0.0555 0.0873
C -3.128 0.274 -2.643 0.1577 0.0591 -0.1518
C -4.036 -0.679 -3.110 -0.0239 0.0600 0.0314
C -4.447 -0.698 -4.437 0.0166 0.0034 0.0050
C -3.961 0.261 -5.311 -0.0002 -0.0297 0.0090
C -3.062 1.222 -4.862 0.0173 0.0046 -0.0452
C -2.608 1.234 -3.544 -0.1077 -0.0384 0.1224
P -1.380 2.450 -2.883 0.0818 -0.0148 -0.1108
C -2.028 4.119 -3.384 -0.1576 -0.0568 0.1371
C -3.319 4.427 -2.607 0.0205 0.0777 0.0065
C -4.037 5.681 -3.141 0.0975 -0.0141 0.0282
C -3.035 6.662 -3.741 -0.0321 -0.0902 -0.0648
C -2.328 6.030 -4.957 -0.0320 -0.0256 0.0727
C -2.248 4.494 -4.850 0.0220 0.1478 0.0108
C 0.185 2.329 -3.893 -0.0701 -0.0654 0.0222
C 0.917 3.676 -3.847 0.0592 -0.0381 0.0039
C 2.403 3.461 -4.152 0.0234 -0.0070 -0.1505
C 2.632 2.314 -5.154 -0.0836 0.0438 0.0417
C 1.439 2.200 -6.099 0.0227 -0.0335 0.1000
C 0.162 1.792 -5.336 0.0705 0.1125 -0.0569
H -4.843 -0.656 -0.078 0.0401 0.0078 -0.0138
H -3.588 -0.826 1.164 -0.0293 0.0337 -0.0366
H -3.672 -1.988 -0.155 -0.0519 0.0514 0.0748
H -5.225 1.683 -1.015 0.0096 0.0513 0.0038
H -6.166 3.662 0.112 0.0278 -0.0124 0.0115
H -4.774 4.958 1.703 0.0067 -0.0205 -0.0224
H -2.465 4.276 2.155 -0.0227 0.0021 -0.0301
H -1.188 2.896 3.318 0.0551 0.0793 -0.0067
H 0.975 2.121 3.806 0.0323 0.0313 -0.0343
H 0.727 0.570 3.006 0.0743 0.0017 -0.0078
H 0.868 0.670 5.636 0.0103 -0.0581 -0.0077
H -0.311 -0.394 4.882 0.0264 0.0253 -0.0146
H -0.916 2.453 5.794 -0.0092 -0.0150 0.0146
H -1.297 1.034 6.748 0.0159 0.0308 0.0033
H -3.141 2.069 5.121 -0.0134 -0.0079 0.0032
H -3.018 0.332 5.312 -0.0415 0.0187 0.0173
H -3.138 1.351 2.886 -0.0019 -0.0292 -0.0102
H -2.062 0.002 3.190 -0.0039 -0.0376 -0.0052
H 0.620 3.667 2.028 -0.0098 0.0034 0.0383
H 1.249 2.588 -0.743 0.0055 -0.1029 -0.0903
H 2.092 2.161 0.733 0.0462 -0.1102 0.0050
H 2.581 4.419 -1.082 0.0210 -0.0275 0.0020
H 3.589 3.818 0.232 0.0607 -0.0275 -0.0749
H 2.941 6.177 0.598 -0.0016 0.0074 0.0424
H 2.337 5.133 1.866 0.0186 0.0162 0.0077
H 0.791 6.497 -0.363 0.0083 -0.0068 0.0020
H 0.460 6.459 1.357 -0.0335 0.0304 -0.0348
H -0.282 4.447 -0.766 -0.0162 -0.0074 -0.0026
H -1.167 4.983 0.640 -0.0228 -0.0065 -0.0359
H -4.443 -1.415 -2.422 0.0017 0.0275 -0.0509
H -5.150 -1.447 -4.781 0.0110 0.0162 0.0027
H -4.283 0.268 -6.345 -0.0004 0.0107 0.0149
H -2.719 1.966 -5.565 0.0356 -0.0188 0.0218
H -1.242 4.780 -3.002 -0.0350 0.0217 0.0236
H -3.074 4.556 -1.549 -0.0332 -0.0368 0.0226
H -3.992 3.572 -2.677 -0.0626 -0.0683 0.0407
H -4.597 6.152 -2.331 -0.0450 -0.0143 -0.0272
H -4.764 5.401 -3.908 -0.0049 0.0034 0.0160
H -2.303 6.933 -2.974 0.0035 0.0135 -0.0151
H -3.533 7.586 -4.038 0.0379 0.0196 0.0269
H -1.318 6.441 -5.042 -0.0040 -0.0110 -0.0375
H -2.856 6.296 -5.875 0.0091 0.0160 -0.0149
H -1.452 4.136 -5.502 -0.0217 -0.0817 -0.0391
H -3.186 4.054 -5.198 0.0255 -0.0208 -0.0059
H 0.794 1.636 -3.306 0.0263 0.0526 0.0186
H 0.815 4.147 -2.863 0.0228 0.0075 -0.0070
H 0.473 4.362 -4.573 0.0065 -0.0001 0.0459
H 2.920 3.234 -3.224 0.1030 -0.0037 0.1187
H 2.833 4.389 -4.538 0.0039 -0.0199 0.0140
H 2.760 1.367 -4.616 0.0223 0.0154 -0.0140
H 3.554 2.482 -5.712 0.0146 -0.0255 0.0101
H 1.638 1.480 -6.895 -0.0064 0.0104 -0.0242
H 1.284 3.169 -6.584 -0.0001 -0.0186 -0.0271
H 0.070 0.704 -5.310 -0.0221 0.0425 -0.0075
H -0.698 2.165 -5.889 -0.0423 -0.0144 0.0148
C 5.079 -3.158 1.809 -0.0311 0.1288 -0.0836
C 5.411 -1.851 2.537 -0.0686 0.1285 0.0600
C 6.472 -2.116 3.606 -0.0783 -0.0914 -0.1611
Sb 3.536 -0.871 3.129 0.0290 -0.1869 0.4062
C 4.161 1.033 4.040 0.0894 -0.0259 -0.3019
C 3.960 2.176 3.042 0.0882 -0.0200 0.0719
C 5.573 1.109 4.612 -0.0892 0.0018 0.0090
C 3.114 -1.898 5.024 0.1389 -0.0343 -0.0338
C 3.938 -1.508 6.250 -0.1278 0.0093 -0.0320
C 3.143 -3.412 4.807 -0.0963 0.0897 0.0813
H 6.005 -3.619 1.448 -0.0358 -0.0055 -0.0287
H 4.430 -2.995 0.946 0.0434 0.0055 0.0780
H 4.600 -3.878 2.474 -0.0023 -0.0220 0.0122
H 5.798 -1.141 1.800 0.0887 -0.0406 0.0199
H 6.096 -2.788 4.379 0.0325 0.0282 0.0073
H 6.842 -1.216 4.084 -0.0281 0.1178 0.0722
H 7.330 -2.614 3.141 -0.0131 0.0070 0.0334
H 3.441 1.140 4.858 -0.0323 0.0236 -0.0074
H 4.285 3.127 3.480 -0.0539 -0.0246 0.0002
H 2.917 2.277 2.745 -0.0535 0.0072 -0.0635
H 4.546 2.012 2.133 -0.0283 0.0299 0.0469
H 6.318 1.047 3.815 0.0117 -0.0374 0.0209
H 5.776 0.329 5.342 0.0438 -0.0347 -0.0131
H 5.713 2.074 5.113 0.0249 -0.0222 -0.0309
H 2.077 -1.593 5.206 -0.0431 -0.0417 0.0045
H 4.990 -1.772 6.131 -0.0004 0.0055 -0.0047
H 3.567 -2.034 7.138 0.0284 0.0107 -0.0450
H 3.880 -0.438 6.461 0.0219 -0.0411 -0.0023
H 4.169 -3.770 4.712 -0.0385 -0.0185 -0.0077
H 2.601 -3.704 3.903 -0.0099 -0.0372 -0.0008
H 2.691 -3.942 5.653 0.0225 0.0281 -0.0240
C 1.637 -3.562 0.203 -0.0034 -0.0317 -0.0737
C 0.330 -3.609 -0.503 -0.0362 -0.0459 0.1111
N -0.466 -2.597 -0.788 -0.0326 0.4371 0.0708
C -1.583 -3.125 -1.413 0.1398 0.1010 -0.0884
C -1.454 -4.467 -1.513 0.0532 -0.0711 0.0933
N -0.238 -4.757 -0.932 -0.0672 -0.0663 -0.0551
H 1.754 -2.611 0.720 -0.0028 0.0052 0.0570
H 2.467 -3.658 -0.497 -0.0368 0.0106 0.0070
H 1.707 -4.365 0.938 -0.0340 0.0196 0.0052
H -2.392 -2.507 -1.760 0.0609 -0.0229 -0.0282
H -2.104 -5.224 -1.916 0.0525 0.0342 -0.0041
H 0.173 -5.671 -0.850 0.0293 0.0026 0.0264
N 6.845 2.065 -5.176 -0.0692 -0.0094 0.0458
C 6.097 1.511 -4.170 0.0240 -0.0069 -0.0291
C 5.769 0.148 -4.191 0.0309 -0.0048 -0.0558
C 4.956 -0.391 -3.220 -0.0113 0.0734 0.1059
C 4.430 0.425 -2.219 0.0098 0.0953 -0.1152
C 4.804 1.766 -2.151 -0.0773 -0.1387 -0.0391
C 5.630 2.302 -3.112 -0.0093 0.0783 -0.0205
S 3.507 -0.270 -0.905 0.1150 0.0880 0.1426
O 3.749 -1.689 -0.966 -0.1048 -0.0697 0.0259
O 3.853 0.465 0.279 -0.3564 -0.0405 -0.1131
N 1.880 -0.001 -1.170 -0.4773 -0.3509 -0.1597
C 1.297 -0.620 -2.233 0.6344 -0.0399 -0.2197
S 2.020 -1.632 -3.444 -0.2310 0.0484 -0.0107
C 0.464 -1.828 -4.183 0.1847 -0.1424 -0.0062
C -0.481 -1.192 -3.481 -0.1199 0.1696 0.1209
N -0.021 -0.499 -2.369 0.1772 0.1500 -0.2700
H 7.332 1.456 -5.809 0.0345 -0.0020 0.0182
H 7.262 2.966 -5.024 0.0240 -0.0035 -0.0114
H 6.177 -0.489 -4.968 -0.0138 0.0214 0.0067
H 4.759 -1.454 -3.202 0.0098 0.0312 -0.0288
H 4.462 2.369 -1.323 -0.0335 0.0773 0.0542
H 5.925 3.344 -3.051 -0.0294 -0.0199 -0.0188
H 0.352 -2.399 -5.092 -0.0267 0.0475 0.0458
H -1.528 -1.151 -3.734 0.0552 -0.0639 0.0230
C -0.658 -3.808 3.885 0.0707 0.0027 0.0298
C -1.751 -3.110 3.070 -0.1246 -0.0460 -0.0396
C -2.766 -2.459 4.022 0.0354 0.0056 -0.0411
C -2.466 -4.138 2.179 0.0189 0.0133 -0.0094
C -1.150 -2.087 2.205 0.0408 0.2325 0.1112
C -0.699 -1.222 1.471 -0.0539 -0.1917 0.2379
H -1.118 -4.527 4.565 0.0209 -0.0064 -0.0045
H -0.086 -3.088 4.472 0.0162 -0.0038 0.0186
H 0.032 -4.342 3.231 0.0420 0.0057 -0.0022
H -3.244 -3.231 4.627 0.0050 0.0053 -0.0093
H -3.541 -1.925 3.467 0.0081 -0.0162 0.0235
H -2.273 -1.753 4.692 -0.0153 -0.0226 0.0010
H -2.970 -4.876 2.806 0.0156 -0.0087 -0.0187
H -1.751 -4.657 1.537 -0.0190 0.0182 -0.0023
H -3.210 -3.655 1.543 -0.0008 -0.0152 0.0368
```
Positions in Å, forces in eV/Å.